{"formula": "C3H7N3S", "method": "ωB97M-V/def2-TZVPD", "elements": ["S", "N", "N", "N", "C", "C", "C", "H", "H", "H", "H", "H", "H", "H"], "xyz": [[1.587836, -0.695159, -0.911602], [-0.003366, 1.008771, 0.475397], [-0.982828, -2.368426, -0.403378], [2.095696, 2.162974, 0.407962], [0.158529, -0.117789, -0.271440], [0.860317, 2.119048, 0.579695], [-1.152410, -0.961044, -0.248303], [-0.993414, 1.192210, 0.574684], [2.477402, 1.220721, 0.196204], [0.365289, 3.022971, 0.890230], [-0.477309, -2.589791, -1.257793], [-0.494638, -2.740635, 0.378562], [-1.715765, -0.742698, 0.664020], [-1.725340, -0.511154, -1.074237]], "forces_ev_per_angstrom": [[-1.15, 0.44, 0.24], [-0.35, -0.07, -1.06], [-0.78, 0.12, -0.85], [0.96, -0.87, -0.01], [0.98, -1.07, 1.06], [-0.15, 0.01, 0.17], [0.63, 0.82, -0.82], [0.13, 0.45, 0.51], [-0.25, 0.75, -0.12], [-0.53, 0.26, 0.03], [-0.01, 0.05, 0.32], [0.51, -0.39, 0.48], [0.19, -0.04, 0.03], [-0.18, -0.45, 0.03]], "nbo_charge": [-0.13, -0.61, -0.81, -0.61, 0.12, 0.25, -0.28, 0.39, 0.36, 0.17, 0.38, 0.36, 0.20, 0.21], "homo_lumo_gap_ev": 8.9, "e_above_lowest_kcal_mol": 22.5, "smiles": "[H]/N=C\\NC(=S)CN"}